{"formula": "C64H160N12O15", "method": "wB97M-V/def2-TZVPD", "smiles": "CC1(C)CCCC(C)(C)N1O.CC1(C)CCCC(C)(C)N1O.COC[C@H](C)N.COC[C@H](C)N.COC[C@H](C)N.COC[C@H](C)N.COC[C@H](C)N.COC[C@H](C)N.COC[C@H](C)N.COCCNCCOC.COCCNCCOC.COCCNCCOC", "e_lumo_ev": 0.3, "homo_lumo_gap_ev": 8.44, "homo_energy_ha": -0.2978, "e_tot_ha": -4319.53671, "species": ["C", "C", "C", "C", "C", "C", "C", "C", "C", "N", "O", "H", "H", "H", "H", "H", "H", "H", "H", "H", "H", "H", "H", "H", "H", "H", "H", "H", "H", "H", "C", "C", "C", "C", "C", "C", "C", "C", "C", "N", "O", "H", "H", "H", "H", "H", "H", "H", "H", "H", "H", "H", "H", "H", "H", "H", "H", "H", "H", "H", "C", "O", "C", "C", "C", "N", "H", "H", "H", "H", "H", "H", "H", "H", "H", "H", "H", "C", "O", "C", "C", "C", "N", "H", "H", "H", "H", "H", "H", "H", "H", "H", "H", "H", "C", "O", "C", "C", "C", "N", "H", "H", "H", "H", "H", "H", "H", "H", "H", "H", "H", "C", "O", "C", "C", "C", "N", "H", "H", "H", "H", "H", "H", "H", "H", "H", "H", "H", "C", "O", "C", "C", "C", "N", "H", "H", "H", "H", "H", "H", "H", "H", "H", "H", "H", "C", "O", "C", "C", "C", "N", "H", "H", "H", "H", "H", "H", "H", "H", "H", "H", "H", "C", "O", "C", "C", "C", "N", "H", "H", "H", "H", "H", "H", "H", "H", "H", "H", "H", "C", "O", "C", "C", "N", "C", "C", "O", "C", "H", "H", "H", "H", "H", "H", "H", "H", "H", "H", "H", "H", "H", "H", "H", "C", "O", "C", "C", "N", "C", "C", "O", "C", "H", "H", "H", "H", "H", "H", "H", "H", "H", "H", "H", "H", "H", "H", "H", "C", "O", "C", "C", "N", "C", "C", "O", "C", "H", "H", "H", "H", "H", "H", "H", "H", "H", "H", "H", "H", "H", "H", "H"], "xyz": [[-26.522, 12.427, -11.323], [-27.367, 11.762, -10.227], [-26.366, 10.892, -9.367], [-27.893, 12.767, -9.210], [-29.059, 13.620, -9.650], [-30.168, 12.624, -9.918], [-29.855, 11.579, -10.987], [-30.930, 10.501, -10.802], [-29.933, 12.165, -12.397], [-28.513, 10.952, -10.667], [-28.232, 9.875, -11.392], [-27.043, 13.272, -11.775], [-25.630, 12.895, -10.906], [-26.266, 11.718, -12.110], [-25.540, 11.528, -9.051], [-26.847, 10.559, -8.447], [-25.957, 10.010, -9.861], [-28.125, 12.369, -8.222], [-27.146, 13.556, -9.127], [-29.479, 14.264, -8.877], [-28.861, 14.249, -10.517], [-30.960, 13.274, -10.291], [-30.510, 12.203, -8.972], [-31.065, 10.297, -9.740], [-30.571, 9.534, -11.155], [-31.926, 10.770, -11.156], [-29.059, 12.800, -12.546], [-30.856, 12.730, -12.530], [-29.991, 11.378, -13.149], [-28.038, 10.412, -12.164], [-28.405, 5.258, -7.914], [-29.151, 5.945, -9.011], [-29.296, 7.451, -8.539], [-28.200, 6.000, -10.223], [-28.283, 4.687, -11.038], [-29.786, 4.266, -11.437], [-30.781, 4.290, -10.275], [-32.244, 4.427, -10.820], [-30.635, 2.948, -9.471], [-30.546, 5.425, -9.285], [-31.353, 5.513, -8.205], [-28.295, 4.205, -8.173], [-27.431, 5.685, -7.676], [-29.055, 5.291, -7.040], [-28.325, 7.918, -8.374], [-29.806, 8.024, -9.314], [-29.904, 7.452, -7.634], [-28.411, 6.822, -10.908], [-27.167, 6.167, -9.921], [-27.733, 4.947, -11.943], [-27.658, 3.906, -10.604], [-29.777, 3.243, -11.814], [-30.023, 4.965, -12.239], [-32.272, 5.346, -11.405], [-33.031, 4.485, -10.068], [-32.486, 3.595, -11.482], [-29.694, 2.812, -8.938], [-30.770, 2.082, -10.119], [-31.413, 2.857, -8.712], [-30.972, 4.856, -7.617], [-35.058, 7.639, -4.689], [-34.021, 8.193, -5.527], [-33.955, 7.589, -6.828], [-33.030, 8.504, -7.739], [-33.609, 9.897, -7.904], [-32.668, 7.984, -9.038], [-34.984, 6.556, -4.591], [-36.067, 7.929, -4.981], [-34.995, 8.069, -3.690], [-33.576, 6.572, -6.729], [-34.957, 7.601, -7.258], [-32.015, 8.616, -7.356], [-34.575, 9.893, -8.409], [-33.077, 10.445, -8.681], [-33.639, 10.448, -6.964], [-32.293, 7.050, -8.959], [-31.992, 8.625, -9.428], [-28.342, 3.020, -14.599], [-28.116, 1.994, -13.587], [-26.675, 1.791, -13.538], [-25.918, 1.503, -14.866], [-26.438, 0.188, -15.515], [-24.503, 1.546, -14.631], [-27.726, 3.919, -14.567], [-29.353, 3.428, -14.590], [-28.191, 2.549, -15.570], [-26.332, 2.647, -12.956], [-26.400, 0.926, -12.935], [-26.209, 2.280, -15.573], [-27.293, 0.371, -16.165], [-26.787, -0.456, -14.708], [-25.600, -0.299, -16.015], [-24.053, 1.799, -15.500], [-24.183, 2.211, -13.941], [-30.331, 11.282, -6.209], [-30.624, 10.106, -5.453], [-29.556, 9.258, -5.092], [-29.989, 8.139, -4.190], [-28.846, 7.280, -3.653], [-31.034, 7.328, -4.786], [-29.603, 11.944, -5.740], [-31.179, 11.927, -6.438], [-29.844, 11.011, -7.146], [-29.011, 8.838, -5.937], [-28.762, 9.825, -4.607], [-30.421, 8.685, -3.352], [-28.167, 7.823, -2.995], [-28.230, 6.838, -4.436], [-29.194, 6.470, -3.012], [-30.639, 6.993, -5.653], [-31.830, 7.909, -5.003], [-22.442, 8.170, -7.823], [-22.192, 8.040, -9.217], [-23.381, 8.013, -9.962], [-23.173, 7.936, -11.445], [-24.582, 8.082, -12.204], [-22.771, 6.599, -11.888], [-23.110, 7.457, -7.339], [-22.906, 9.152, -7.728], [-21.560, 8.077, -7.190], [-23.912, 7.096, -9.703], [-24.029, 8.856, -9.724], [-22.430, 8.638, -11.825], [-24.536, 8.114, -13.292], [-25.024, 9.019, -11.866], [-25.354, 7.355, -11.951], [-22.797, 6.374, -12.873], [-21.854, 6.434, -11.497], [-32.930, 7.759, -14.374], [-31.555, 7.594, -14.797], [-30.592, 8.218, -13.971], [-29.222, 8.307, -14.789], [-28.675, 6.901, -15.065], [-28.187, 9.083, -14.211], [-33.459, 7.576, -15.309], [-33.284, 8.760, -14.128], [-33.291, 6.920, -13.778], [-30.869, 9.181, -13.543], [-30.447, 7.583, -13.097], [-29.396, 8.799, -15.746], [-29.487, 6.363, -15.554], [-28.517, 6.341, -14.143], [-27.802, 6.879, -15.717], [-27.331, 9.139, -14.744], [-28.047, 8.607, -13.331], [-35.943, 6.496, -9.753], [-36.879, 5.746, -10.523], [-36.445, 5.686, -11.872], [-37.503, 4.887, -12.681], [-37.517, 3.453, -12.183], [-37.127, 4.930, -14.124], [-35.052, 5.927, -9.489], [-36.402, 6.916, -8.857], [-35.450, 7.386, -10.143], [-36.258, 6.667, -12.309], [-35.507, 5.130, -11.857], [-38.510, 5.267, -12.511], [-37.770, 3.367, -11.126], [-36.564, 2.963, -12.382], [-38.334, 2.905, -12.652], [-36.286, 4.379, -14.221], [-37.818, 4.519, -14.735], [-32.548, -0.486, -3.373], [-32.459, 0.750, -3.989], [-31.229, 1.380, -4.096], [-31.355, 2.874, -4.011], [-32.103, 3.520, -5.176], [-30.029, 3.438, -3.984], [-31.733, -1.120, -3.723], [-33.547, -0.857, -3.604], [-32.484, -0.358, -2.292], [-30.487, 0.957, -3.419], [-30.846, 1.017, -5.050], [-31.989, 3.110, -3.156], [-31.595, 3.504, -6.140], [-32.381, 4.546, -4.937], [-33.007, 2.911, -5.202], [-30.069, 4.366, -4.379], [-29.188, 3.011, -4.344], [-34.137, 3.367, -14.782], [-33.394, 2.286, -15.255], [-32.371, 2.606, -16.186], [-32.923, 3.094, -17.517], [-31.896, 3.237, -18.663], [-31.400, 2.000, -19.247], [-32.450, 1.314, -20.157], [-32.140, 0.016, -20.537], [-32.734, -0.607, -21.671], [-35.128, 2.954, -14.592], [-34.349, 4.283, -15.334], [-33.780, 3.546, -13.768], [-31.722, 1.737, -16.301], [-31.698, 3.317, -15.707], [-33.458, 4.036, -17.395], [-33.680, 2.357, -17.787], [-31.106, 3.796, -18.372], [-31.117, 1.350, -18.418], [-30.500, 2.254, -19.806], [-32.707, 1.987, -20.975], [-33.399, 1.121, -19.657], [-32.223, -1.511, -22.004], [-32.834, 0.147, -22.451], [-33.763, -0.880, -21.436], [-27.078, 0.409, -9.461], [-26.693, 0.381, -8.065], [-27.857, 0.377, -7.198], [-27.507, 0.516, -5.705], [-27.210, 1.850, -5.244], [-26.622, 1.854, -3.940], [-26.231, 3.255, -3.512], [-25.413, 3.737, -4.622], [-24.865, 5.047, -4.517], [-26.085, 0.318, -9.902], [-27.697, 1.274, -9.698], [-27.619, -0.497, -9.734], [-28.225, -0.646, -7.276], [-28.601, 1.147, -7.405], [-26.605, -0.088, -5.615], [-28.173, -0.032, -5.038], [-26.724, 2.427, -5.916], [-25.839, 1.117, -3.764], [-27.453, 1.480, -3.342], [-25.697, 3.166, -2.566], [-27.052, 3.968, -3.432], [-24.160, 5.106, -3.688], [-25.676, 5.776, -4.517], [-24.310, 5.182, -5.445], [-29.847, 0.376, -11.891], [-30.893, -0.121, -11.045], [-32.028, -0.476, -11.836], [-32.992, 0.614, -12.349], [-33.664, 1.484, -11.356], [-34.810, 0.745, -10.773], [-35.529, 1.465, -9.613], [-34.678, 1.492, -8.434], [-34.617, 0.331, -7.620], [-29.487, -0.286, -12.679], [-28.906, 0.545, -11.368], [-30.127, 1.322, -12.355], [-32.679, -1.129, -11.255], [-31.631, -1.114, -12.626], [-33.773, 0.131, -12.935], [-32.274, 1.151, -12.968], [-33.022, 1.819, -10.652], [-34.479, -0.254, -10.492], [-35.624, 0.711, -11.498], [-36.454, 0.899, -9.508], [-35.775, 2.483, -9.915], [-34.148, 0.559, -6.662], [-34.057, -0.466, -8.107], [-35.620, 0.005, -7.344]]}